Density functional theory data (the ωB97M-V functional and the def2-TZVPD basis) for 9 unconnected molecules or ions with the total composition C44H113N11O16 at a distorted geometry.

```
184
Properties=species:S:1:pos:R:3:forces:R:3
C -21.365929 14.021268 -15.569287 0.17 -0.76 -0.60
O -22.282852 13.461833 -14.650091 -0.20 0.03 -0.81
C -23.290770 14.396139 -14.234886 1.43 -0.91 2.26
C -24.315027 13.613129 -13.432613 -1.32 -0.14 -0.53
N -25.014733 12.478811 -14.065963 1.00 0.37 0.50
C -25.936984 12.855971 -15.090988 -2.80 -0.97 1.32
C -26.467131 11.625891 -15.814599 0.89 0.33 -1.02
O -25.473035 11.159938 -16.783775 -1.16 -0.31 1.01
C -26.016147 10.035872 -17.463737 -0.01 0.37 -0.26
H -21.798547 14.366308 -16.533557 -0.17 -0.03 0.67
H -20.591429 13.287248 -15.851133 -0.66 0.04 0.32
H -20.842164 14.802443 -15.073834 0.49 1.18 0.20
H -23.715234 14.925028 -15.052432 -0.26 0.52 -0.92
H -22.820125 15.080157 -13.458347 -0.57 -0.17 -1.24
H -25.108152 14.362860 -13.191598 0.47 -0.54 0.29
H -23.850649 13.233533 -12.530626 0.04 0.04 0.22
H -24.385103 11.724641 -14.331202 0.10 0.40 -0.04
H -25.611208 13.583912 -15.791180 0.46 0.84 -0.80
H -26.877407 13.254787 -14.533563 1.35 -0.15 -0.98
H -27.391017 11.794857 -16.368022 -0.11 0.49 -0.09
H -26.716770 10.860858 -15.089283 0.21 -0.32 0.17
H -26.397474 9.283201 -16.794649 -0.15 -0.26 0.61
H -25.209412 9.566509 -18.006193 0.13 0.06 -0.53
H -26.872152 10.304187 -18.113573 0.50 0.12 -0.01
C -23.740735 5.687178 -14.891572 0.96 1.12 -0.39
O -24.696379 6.462608 -14.193306 0.77 0.15 0.04
C -24.306109 7.841380 -14.161201 1.26 0.28 1.04
C -25.540264 8.661061 -14.166237 -0.50 -0.02 -0.54
N -26.174416 8.544905 -12.883586 -0.22 1.49 0.93
C -27.371022 9.359924 -12.770234 -0.57 1.47 -0.18
C -28.250242 8.882100 -11.605631 0.30 1.86 0.36
O -28.832893 7.750793 -12.091747 -0.82 -1.53 0.00
C -30.036483 7.382672 -11.451277 0.28 -0.17 -0.24
H -23.886658 4.625491 -14.782520 -0.35 -0.30 0.42
H -22.688669 5.952791 -14.561111 -0.99 -0.34 -0.35
H -23.853367 5.925998 -15.963989 0.38 -0.15 0.16
H -23.628874 8.166240 -14.982282 -0.43 -0.71 0.15
H -23.737469 8.125107 -13.189103 -0.79 -0.79 -1.36
H -26.242060 8.317312 -14.960677 0.44 0.13 0.08
H -25.250259 9.685054 -14.406398 -0.14 0.08 0.37
H -26.565836 7.641088 -12.792764 0.18 -1.52 0.06
H -27.968891 9.140807 -13.700498 0.01 0.82 0.71
H -27.175714 10.486236 -12.671657 0.08 -1.53 -0.34
H -29.025645 9.607367 -11.301659 0.02 0.28 -0.69
H -27.742476 8.772559 -10.627832 0.45 -0.56 -0.42
H -30.363609 6.536293 -12.066696 -0.40 0.12 0.62
H -30.770499 8.212337 -11.469322 0.24 -0.32 -0.11
H -29.846346 7.110448 -10.400305 -0.19 -0.15 -0.26
C -23.681202 15.951556 -10.449223 0.48 -1.09 0.45
O -22.491764 15.883276 -11.236276 -0.93 -0.10 -0.06
C -21.863388 14.638464 -11.029172 0.09 -0.16 0.54
C -20.787890 14.721615 -9.944172 0.85 -0.36 -0.12
N -20.407265 13.418569 -9.400539 -1.44 0.39 1.61
C -19.898677 12.406761 -10.245911 -0.46 -1.03 -0.21
C -19.643188 11.150494 -9.466953 -1.66 0.19 2.34
O -18.738586 11.418899 -8.402719 -0.10 0.45 -0.19
C -18.822207 10.503407 -7.338289 -0.97 0.58 0.39
H -24.483121 15.207812 -10.670344 0.93 -0.01 -0.09
H -24.137724 16.876937 -10.578471 -0.53 1.86 -0.51
H -23.405409 15.905078 -9.394751 -0.15 -0.31 0.19
H -21.441628 14.295259 -11.951533 0.55 0.08 -0.77
H -22.615875 13.891628 -10.828445 -0.30 -0.40 0.60
H -21.121578 15.393666 -9.111976 0.39 -0.59 -0.75
H -19.877590 15.104630 -10.444211 -0.33 0.75 0.22
H -19.772667 13.493499 -8.610716 -0.26 0.25 -0.10
H -19.007658 12.736021 -10.709117 1.37 0.25 -1.13
H -20.613937 12.042554 -10.979431 -0.27 0.49 -0.53
H -19.312724 10.316307 -10.046300 0.40 -0.58 -0.71
H -20.644699 10.861552 -8.995922 1.03 0.23 -0.60
H -18.796281 9.515978 -7.742359 0.28 -1.07 -0.09
H -19.778957 10.559861 -6.724886 0.90 0.31 -0.74
H -17.966211 10.714931 -6.711905 0.09 -0.21 0.27
C -17.807334 10.197216 -13.013502 -1.27 0.79 0.83
O -17.952017 10.623708 -14.339587 -0.62 -0.87 -0.32
C -17.960830 12.022892 -14.614834 0.66 -1.17 -0.15
C -18.384777 12.081094 -16.064986 -0.09 0.57 -0.87
N -17.563682 11.338566 -17.000148 0.38 0.52 1.84
C -18.006381 11.405660 -18.327191 0.05 0.11 -1.56
C -17.375480 10.336306 -19.141342 0.78 -1.48 -1.01
O -17.887096 9.094247 -18.678854 -0.14 -1.09 0.15
C -17.423545 7.996717 -19.476716 0.92 1.96 -0.64
H -18.598057 10.661285 -12.386570 0.02 -0.31 -0.19
H -16.905381 10.538199 -12.545810 1.02 0.03 0.03
H -17.922530 9.112588 -12.938403 0.12 0.18 -0.31
H -16.921519 12.308692 -14.439516 -0.07 0.78 -0.18
H -18.656256 12.582641 -13.973226 0.09 -0.13 0.00
H -18.303781 13.093828 -16.465210 -0.31 0.44 0.46
H -19.459665 11.805394 -16.141624 0.38 -0.16 0.11
H -17.371332 10.413379 -16.710481 -0.07 -1.01 0.42
H -17.758577 12.373555 -18.739510 0.15 0.50 -0.33
H -19.061873 11.256144 -18.544487 -0.58 0.06 0.53
H -16.278503 10.239691 -19.121978 0.05 0.56 0.48
H -17.592130 10.391499 -20.209235 -0.44 0.52 -0.16
H -17.899140 8.048172 -20.473709 0.14 -0.14 0.29
H -17.642173 7.051488 -19.020266 -0.11 -0.28 0.45
H -16.313139 8.152810 -19.626409 -0.91 -0.60 0.12
C -23.750646 7.600776 -5.723487 0.36 3.01 0.49
O -22.977326 7.665953 -6.911354 -0.49 0.12 0.91
C -23.187802 8.812394 -7.726604 0.34 -1.64 -0.83
C -22.344144 8.455789 -8.986090 1.02 -0.10 1.57
N -22.426335 7.122148 -9.584924 -1.43 1.22 -0.24
C -23.732760 6.883131 -10.237594 0.86 -1.42 -0.73
C -23.454245 5.732058 -11.236795 -0.71 0.06 0.39
O -23.060320 4.626682 -10.457629 0.18 -1.33 0.04
C -22.734442 3.519329 -11.283674 1.05 0.34 -0.41
H -24.834149 7.723641 -5.853603 0.08 -0.19 -0.54
H -23.489711 8.511487 -5.012835 -0.15 -1.88 -1.04
H -23.554983 6.654744 -5.288301 0.27 -0.72 0.67
H -22.836136 9.749368 -7.303790 0.30 0.11 0.32
H -24.250851 8.926891 -7.893168 -0.44 0.05 -0.38
H -21.296349 8.498800 -8.633265 -0.28 0.29 -0.05
H -22.469183 9.257457 -9.674295 -0.13 0.36 -1.08
H -22.311786 6.435215 -8.854884 0.10 -0.10 0.13
H -24.072083 7.759141 -10.763251 0.01 0.48 -0.26
H -24.539980 6.591223 -9.556458 0.10 -0.05 0.09
H -22.645194 5.991231 -11.920949 0.34 0.34 -0.07
H -24.275586 5.393025 -11.879840 -0.37 0.52 0.18
H -21.877891 3.802946 -11.916702 -0.26 0.19 -0.36
H -23.544930 3.178255 -11.956062 0.07 0.18 0.51
H -22.283888 2.685517 -10.735464 -0.75 0.15 0.50
C -18.772166 7.807456 -15.992689 0.55 -0.17 -0.87
O -19.435890 7.428865 -14.796165 -0.04 1.53 -0.17
C -19.385398 6.082645 -14.455765 0.43 -1.61 -1.45
C -18.273664 5.764364 -13.505473 -0.02 -0.38 1.12
N -18.583176 6.395924 -12.249322 -0.76 -0.36 1.59
C -19.280398 5.526778 -11.270648 0.69 -1.99 -0.93
C -18.478614 4.477291 -10.378039 0.80 1.79 -2.39
O -17.433064 5.002106 -9.652313 0.98 0.58 1.25
C -17.800039 5.543963 -8.391254 0.58 -2.80 0.37
H -17.646831 7.816087 -15.914006 -1.00 -0.33 0.04
H -19.032058 8.811491 -16.377995 -0.26 -0.36 0.87
H -19.128718 7.123334 -16.783960 0.54 0.09 0.10
H -19.191572 5.440907 -15.351178 -0.50 0.47 0.16
H -20.359347 5.814248 -14.043710 0.02 -0.09 0.14
H -17.331073 6.110302 -13.895892 0.41 0.26 -0.23
H -18.158349 4.677792 -13.328734 -0.11 0.21 -0.51
H -17.882341 6.985318 -11.848026 0.43 -0.08 0.20
H -19.866072 4.796192 -11.875901 -0.07 0.70 0.15
H -19.996535 6.057057 -10.693277 -0.51 0.78 0.65
H -17.994738 3.748469 -11.020183 -0.13 -0.22 -0.41
H -19.127832 3.970452 -9.742063 -1.64 -0.93 1.06
H -18.461248 4.858971 -7.784975 0.61 0.37 -0.66
H -18.292661 6.428388 -8.506807 -1.53 2.65 -0.32
H -16.892553 5.719594 -7.840604 0.38 0.00 0.21
C -18.129841 10.628521 -23.930699 -2.14 0.75 0.85
O -19.379638 10.929317 -23.154027 1.86 -0.15 -1.70
C -19.806280 9.718524 -22.602578 0.40 0.17 2.11
C -21.003969 10.059981 -21.681451 0.61 -0.53 -1.15
N -20.646915 11.035474 -20.671109 -0.20 -0.51 1.06
C -21.774162 11.394469 -19.776264 -0.03 1.39 0.36
C -22.000691 10.614893 -18.430242 2.68 -0.06 -1.85
O -22.355822 9.284322 -18.702377 -0.24 0.45 -1.14
C -22.583272 8.411108 -17.637584 1.67 0.96 0.13
H -18.391241 9.777632 -24.584358 0.63 0.18 0.31
H -17.374462 10.442662 -23.160805 0.22 -0.29 -0.55
H -17.892518 11.502461 -24.548422 -0.05 -0.20 0.33
H -18.953512 9.270910 -22.005332 -0.77 0.40 -0.19
H -20.005186 8.968905 -23.359408 -0.61 -0.13 -0.37
H -21.386433 9.122351 -21.276609 0.07 0.17 0.46
H -21.782703 10.443134 -22.344927 -0.31 0.10 -0.15
H -20.176588 11.835973 -21.098753 -0.55 -0.33 0.26
H -22.705614 11.440039 -20.338911 -0.36 -0.41 -0.17
H -21.659547 12.477527 -19.481368 0.22 -0.99 -0.06
H -22.672569 11.137484 -17.815417 -1.54 0.63 0.73
H -21.021723 10.713351 -17.916152 -0.20 -0.60 0.08
H -23.002335 7.535837 -18.069485 -0.06 -1.01 -0.12
H -23.259546 8.822088 -16.940745 -1.12 0.59 0.92
H -21.633249 8.275504 -17.088703 -0.25 -0.56 -0.10
N -21.132433 10.603445 -14.161869 2.15 -1.08 0.58
C -21.656426 9.954247 -13.055392 -2.67 2.16 1.11
N -21.085057 8.784653 -12.711506 0.61 -0.56 -0.62
O -22.660489 10.491536 -12.401347 2.98 -1.85 -1.78
H -21.294731 11.625190 -14.155119 0.06 -0.86 -0.11
H -20.128823 10.230520 -14.376825 -2.31 1.39 0.18
H -20.403840 8.256060 -13.284435 -0.38 1.01 0.04
H -21.571019 8.165171 -12.107717 -0.60 -0.08 0.94
N -23.636348 11.648096 -9.587714 -1.51 -0.82 -0.22
C -24.957211 11.122774 -9.607615 0.47 0.73 1.17
N -25.218768 10.270976 -10.630544 1.01 0.42 0.27
O -25.763663 11.380056 -8.698765 0.86 -0.17 -1.20
H -23.076619 11.519224 -10.430806 -0.13 0.35 0.35
H -23.554269 12.466689 -9.001068 0.32 -0.19 -0.25
H -26.167934 10.047732 -10.798695 -0.43 -0.27 -0.03
H -24.546837 10.159108 -11.380265 -0.17 0.01 -0.06
```
Forces are in eV/Å.

For the relative energy (zero: lowest compared OMol25 entry of this formula, charge and spin), the calculation gives 1.018 eV. Its highest occupied orbital energy is -8.45 eV. The orbital gap comes out at 9.02 eV. The calculation puts the total energy at -3550.07747 a.u. As for the multiplicity: 1.